*A*
14
Properties=species:S:1:pos:R:3 method="wB97M-V/def2-TZVPD" molar_mass_g_mol=114.08 homo_lumo_gap_ev=9.241 smiles="CP1(=O)C=CC=C1"
C 2.03 0.87 0.12
P 1.01 -0.77 -0.14
O 1.52 -2.16 -0.32
C -0.19 -0.15 -1.37
C -1.42 -0.28 -0.87
C -1.48 -0.89 0.45
C -0.31 -1.01 1.08
H 2.54 1.15 -0.80
H 2.75 0.73 0.92
H 1.29 1.61 0.41
H 0.05 0.35 -2.29
H -2.33 0.02 -1.37
H -2.43 -1.20 0.86
H -0.14 -1.54 2.00

=====

*B*
14
Properties=species:S:1:pos:R:3 method="wB97M-V/def2-TZVPD" molar_mass_g_mol=114.08 homo_lumo_gap_ev=7.056
C -0.20 0.46 0.18
C 0.04 -0.66 -0.54
C 1.12 0.15 1.00
C 1.34 -1.06 0.07
C -1.15 1.54 0.40
O -1.33 -2.41 -3.36
P -1.51 -1.64 -2.07
H 1.84 0.98 0.97
H 0.91 -0.31 2.10
H 2.06 -0.89 -0.77
H 1.43 -2.01 0.68
H -1.14 2.09 1.36
H -2.27 1.43 0.35
H -1.14 2.32 -0.38

=====

Stability verdict: *A*, ahead by 3.557 eV

=====

*A*
9
Properties=species:S:1:pos:R:3 method="wB97M-V/def2-TZVPD" molar_mass_g_mol=85.05 homo_lumo_gap_ev=9.665
C -1.07 0.27 -0.26
C 0.02 1.03 -0.34
C 0.43 -1.33 0.06
N -0.82 -1.06 -0.10
P 1.62 0.17 -0.14
H -2.06 0.51 -0.27
H -0.46 2.53 -0.35
H 0.92 -2.40 0.03
H 1.42 0.28 1.37

=====

*B*
9
Properties=species:S:1:pos:R:3 method="wB97M-V/def2-TZVPD" molar_mass_g_mol=85.05 homo_lumo_gap_ev=9.085 smiles=N#CP.C#C
N 1.77 1.14 1.38
C 0.77 0.96 0.77
P -0.98 1.22 0.07
H -2.13 1.83 0.54
H -1.32 -0.02 0.06
C 1.28 -1.09 -0.93
C 0.25 -1.18 -1.52
H 2.16 -1.34 -0.46
H -0.69 -1.17 -2.00

=====

*C*
9
Properties=species:S:1:pos:R:3 method="wB97M-V/def2-TZVPD" molar_mass_g_mol=85.05 homo_lumo_gap_ev=9.987
C -0.69 0.15 -0.29
C -0.06 0.58 0.86
C 0.34 -0.23 -1.29
N 1.60 -0.10 -0.99
P 1.71 0.53 0.59
H -1.76 0.19 -0.60
H -0.69 1.23 1.46
H -0.06 -0.41 -2.33
H 1.60 -0.71 1.15

=====

Stability verdict: *C*, ahead by 2.438 eV

=====

*A*
10
Properties=species:S:1:pos:R:3 method="wB97M-V/def2-TZVPD" molar_mass_g_mol=84.08 homo_lumo_gap_ev=7.967
C -1.43 -0.14 0.11
N 0.17 0.05 0.01
C 0.84 1.09 0.27
N 2.79 -0.22 -0.40
N 2.29 -1.19 -0.64
N 0.25 -1.17 -0.40
H -1.62 0.10 1.16
H -1.82 -1.12 -0.13
H -1.80 0.61 -0.58
H 0.29 1.96 0.60

=====

*B*
10
Properties=species:S:1:pos:R:3 method="wB97M-V/def2-TZVPD" molar_mass_g_mol=84.08 homo_lumo_gap_ev=11.732 smiles=Cn1ncnn1
C 0.99 1.24 0.07
N 0.08 0.11 0.13
N 0.05 -0.83 -0.80
C -0.99 -1.55 -0.40
N -1.55 -1.06 0.73
N -0.86 0.00 1.04
H 1.21 1.57 1.09
H 0.52 2.05 -0.50
H 1.90 0.91 -0.44
H -1.34 -2.43 -0.92

=====

*C*
10
Properties=species:S:1:pos:R:3 method="wB97M-V/def2-TZVPD" molar_mass_g_mol=84.08 homo_lumo_gap_ev=9.722 smiles=Nc1cnn[nH]1
N -1.59 0.12 0.37
C -0.24 -0.03 0.04
C 0.69 0.96 -0.18
N 1.93 0.38 -0.23
N 1.80 -0.89 -0.12
N 0.48 -1.17 0.03
H -2.25 -0.07 -0.38
H -1.74 1.05 0.74
H 0.36 1.62 -0.96
H 0.16 -2.10 -0.20

=====

*D*
10
Properties=species:S:1:pos:R:3 method="wB97M-V/def2-TZVPD" molar_mass_g_mol=84.08 homo_lumo_gap_ev=8.716 smiles="C1=NCNN=N1"
C 1.05 1.10 -0.04
N -0.17 1.02 0.28
C -1.05 0.04 -0.16
N -0.30 -1.26 -0.01
N 0.98 -1.07 0.14
N 1.69 -0.11 -0.20
H 1.49 2.06 0.19
H -2.03 0.15 0.33
H -1.17 0.05 -1.20
H -0.50 -1.97 0.67

=====

Stability verdict: *B*, ahead by 0.766 eV

=====

*A*
14
Properties=species:S:1:pos:R:3 method="wB97M-V/def2-TZVPD" molar_mass_g_mol=123.56 homo_lumo_gap_ev=10.297 smiles=FC[C@H]1N[C@H]1CCl
F -1.85 -2.05 -0.34
C -1.31 -0.85 0.48
C -0.95 0.12 -0.54
N -0.57 1.50 -0.02
C 0.49 0.69 -0.61
C 1.60 0.21 0.11
Cl 1.71 -1.63 -0.17
H -2.19 -0.44 0.96
H -0.46 -1.26 1.11
H -1.47 0.04 -1.49
H -0.09 1.61 0.92
H 1.00 0.81 -1.52
H 1.59 0.42 1.43
H 2.51 0.83 -0.33

=====

*B*
14
Properties=species:S:1:pos:R:3 method="wB97M-V/def2-TZVPD" molar_mass_g_mol=123.56 homo_lumo_gap_ev=9.386
C 0.82 0.76 0.38
C 1.79 0.26 -0.69
C -0.52 1.27 -0.34
C -1.76 0.74 -0.60
H 1.48 0.70 2.57
H 1.00 -1.09 1.44
H 1.32 1.71 0.82
H 2.80 0.49 -0.45
H 1.61 0.90 -1.55
H -0.38 2.24 -0.70
H -2.69 1.13 -0.98
N 0.88 0.03 1.57
F 1.65 -1.23 -0.83
Cl -1.66 -0.79 0.17

=====

*C*
14
Properties=species:S:1:pos:R:3 method="wB97M-V/def2-TZVPD" molar_mass_g_mol=123.56 homo_lumo_gap_ev=9.923 smiles=F[C@@H](Cl)[C@@H]1CCN1
F -0.25 -1.49 0.21
C 0.66 -0.69 -0.27
Cl 0.59 -0.62 -1.98
C 0.35 0.70 0.36
C 0.27 0.81 1.83
C -1.24 1.06 1.69
N -1.03 1.11 0.27
H 1.71 -1.07 -0.10
H 1.05 1.44 -0.08
H 0.82 1.70 2.13
H 0.69 -0.01 2.42
H -1.76 0.25 2.17
H -1.64 1.91 2.11
H -1.69 0.72 -0.36

=====

Stability verdict: *C*, ahead by 2.345 eV

=====

*A*
23
Properties=species:S:1:pos:R:3 method="wB97M-V/def2-TZVPD" molar_mass_g_mol=121.18 homo_lumo_gap_ev=8.368 smiles="C/C=C/NCC.O.O"
C -2.81 -1.06 1.63
C -2.93 -0.25 0.36
C -2.04 0.70 0.09
N -2.15 1.60 -0.97
C -0.89 1.84 -1.68
C -0.30 0.61 -2.44
H -2.54 -2.09 1.38
H -2.04 -0.66 2.28
H -3.73 -1.04 2.21
H -3.82 -0.48 -0.23
H -1.12 0.75 0.65
H -2.81 1.23 -1.64
H -0.14 2.19 -0.98
H -1.08 2.53 -2.50
H -0.76 0.59 -3.43
H -0.41 -0.37 -2.01
H 0.74 0.92 -2.62
O 4.52 -0.13 0.63
H 4.01 0.45 0.05
H 4.68 0.34 1.46
O 4.07 -2.63 2.04
H 4.29 -2.01 1.31
H 4.93 -3.00 2.28

=====

*B*
23
Properties=species:S:1:pos:R:3 method="wB97M-V/def2-TZVPD" molar_mass_g_mol=121.18 homo_lumo_gap_ev=10.488 smiles=CC[C@@H](C)NCO.O
C -1.68 -1.84 -0.73
C -1.00 -1.21 0.53
C -0.53 0.21 0.26
C -0.89 1.16 1.40
N 0.95 0.11 0.02
C 1.75 1.30 0.03
O 2.05 1.72 1.39
H -2.69 -1.48 -0.75
H -1.17 -1.43 -1.59
H -1.51 -2.89 -0.92
H -1.77 -1.19 1.29
H -0.22 -1.90 0.86
H -0.93 0.60 -0.67
H -0.67 0.67 2.35
H -0.30 2.06 1.45
H -1.93 1.45 1.33
H 1.35 -0.55 0.67
H 1.17 2.10 -0.41
H 2.72 1.02 -0.34
H 1.92 2.66 1.51
O 0.77 -0.91 -2.77
H 1.69 -0.99 -3.05
H 0.93 -0.66 -1.84

=====

*C*
23
Properties=species:S:1:pos:R:3 method="wB97M-V/def2-TZVPD" molar_mass_g_mol=121.18 homo_lumo_gap_ev=9.656 smiles="C/C=C/CCN.O.O"
C 2.74 -0.39 0.01
C 1.30 -0.73 0.34
C 0.37 0.19 0.55
C -1.07 -0.10 0.84
C -1.82 -0.60 -0.41
N -2.16 0.49 -1.29
H 3.17 0.31 0.73
H 2.81 0.02 -1.00
H 3.35 -1.30 -0.03
H 1.09 -1.80 0.38
H 0.63 1.24 0.56
H -1.25 -0.80 1.66
H -1.62 0.79 1.15
H -2.70 -1.16 -0.08
H -1.16 -1.29 -0.94
H -1.93 0.38 -2.26
H -3.04 0.93 -1.07
O -0.45 1.99 3.37
H -0.24 1.98 2.43
H 0.01 1.21 3.74
O 0.34 -0.45 -3.14
H 1.28 -0.39 -3.37
H 0.34 -0.51 -2.17

=====

Stability verdict: *B*, ahead by 0.242 eV

=====

*A*
23
Properties=species:S:1:pos:R:3 method="wB97M-V/def2-TZVPD" molar_mass_g_mol=121.18 homo_lumo_gap_ev=10.013 smiles=CN[C@@H](C)[C@H](C)O.O
C -0.43 -2.66 -0.82
N -0.80 -1.23 -0.99
C 0.23 -0.22 -0.89
C 0.27 0.70 -2.08
C 0.02 0.62 0.40
C 1.30 1.21 0.95
O -0.56 -0.19 1.43
H -1.04 -3.13 -0.06
H 0.59 -2.73 -0.49
H -0.44 -3.11 -1.81
H -1.44 -1.13 -1.76
H 1.19 -0.72 -0.73
H 1.03 1.47 -1.97
H 0.37 0.23 -3.06
H -0.69 1.24 -2.19
H -0.75 1.35 0.13
H 1.11 2.09 1.56
H 1.89 1.57 0.10
H 1.86 0.47 1.52
H -1.17 -0.78 0.95
O -1.22 1.83 3.32
H -0.95 1.11 2.72
H -0.37 2.00 3.76

=====

*B*
23
Properties=species:S:1:pos:R:3 method="wB97M-V/def2-TZVPD" molar_mass_g_mol=121.18 homo_lumo_gap_ev=8.818 smiles="CC/C=C/NC.O.O"
C 1.34 -0.49 -2.19
C 1.43 0.84 -1.44
C 1.51 0.67 0.06
C 0.52 0.19 0.80
N 0.47 0.27 2.20
C 0.08 -0.97 2.90
H 0.38 -0.99 -2.07
H 1.48 -0.38 -3.27
H 2.12 -1.19 -1.87
H 0.58 1.47 -1.71
H 2.27 1.44 -1.79
H 2.42 1.07 0.51
H -0.27 -0.38 0.33
H 1.31 0.64 2.60
H 1.00 -1.52 3.14
H -0.62 -1.58 2.34
H -0.38 -0.69 3.85
O -2.46 1.38 0.19
H -1.73 1.98 0.22
H -2.81 1.29 1.08
O -3.06 -1.35 -1.88
H -3.44 -0.48 -1.78
H -2.14 -1.22 -2.21

=====

Stability verdict: *A*, ahead by 0.643 eV

=====

*A*
19
Properties=species:S:1:pos:R:3 method="wB97M-V/def2-TZVPD" molar_mass_g_mol=119.14 homo_lumo_gap_ev=7.975 total_charge=-1
C 1.98 0.17 -0.03
C 1.07 1.17 0.74
C 1.76 -1.15 0.78
O 1.41 -0.08 -1.29
H 2.95 0.52 -0.16
H 0.74 1.90 0.02
H 2.49 -1.07 1.59
H 0.80 -1.22 1.25
H 1.92 -2.07 0.19
H 0.48 -0.37 -1.15
H 1.69 1.60 1.55
H 0.12 0.90 1.34
C -2.76 0.56 -0.73
C -2.09 -0.84 -0.63
O -1.04 -1.04 -1.24
O -2.57 -1.75 0.17
H -3.70 0.66 -1.42
H -2.06 1.34 -1.24
H -3.20 0.76 0.26

=====

*B*
19
Properties=species:S:1:pos:R:3 method="wB97M-V/def2-TZVPD" molar_mass_g_mol=119.14 homo_lumo_gap_ev=6.043 total_charge=-1
C -1.56 2.12 1.52
O -2.32 0.96 1.93
C -0.55 1.78 0.45
C 0.66 0.81 1.02
C 1.40 0.03 0.00
C 0.66 -0.93 -0.70
O 0.96 -1.89 -1.46
H -2.36 2.81 1.24
H -1.00 2.46 2.40
H -0.20 2.66 -0.10
H -0.97 1.11 -0.28
H 1.35 1.42 1.60
H -0.01 0.33 1.73
H 2.24 0.47 -0.52
H -2.55 0.46 1.14
H -0.48 -0.98 -0.49
H 1.86 -3.89 -2.93
H 1.03 -5.07 -3.08
O 1.84 -4.69 -3.47

=====

*C*
19
Properties=species:S:1:pos:R:3 method="wB97M-V/def2-TZVPD" molar_mass_g_mol=119.14 homo_lumo_gap_ev=8.159 total_charge=-1
C -0.92 -1.11 -1.14
C -0.18 -2.43 -0.93
C -1.70 -0.58 0.05
O 0.05 -0.18 -1.58
H -1.60 -1.20 -2.01
H -0.79 -3.26 -1.23
H -2.56 0.03 -0.22
H -2.05 -1.37 0.74
H -1.05 -0.01 0.71
H -0.01 0.74 -1.27
H 0.18 -2.44 0.10
H 0.70 -2.42 -1.56
C 1.62 1.75 1.77
C 1.18 2.38 0.40
O -0.01 2.07 0.09
O 2.00 3.08 -0.21
H 1.69 2.60 2.45
H 2.58 1.25 1.64
H 0.86 1.11 2.20

=====

*D*
19
Properties=species:S:1:pos:R:3 method="wB97M-V/def2-TZVPD" molar_mass_g_mol=119.14 homo_lumo_gap_ev=8.476 total_charge=-1
C 1.35 -0.97 -2.07
C 2.18 0.02 -1.26
O 0.04 -1.12 -1.62
H 1.28 -0.61 -3.11
H 1.88 -1.93 -2.04
H 3.08 0.18 -1.80
H -0.02 -0.83 -0.69
H 2.39 -0.40 -0.29
H 1.71 1.00 -1.12
C -1.83 0.01 1.28
C -1.73 1.56 1.20
C -0.51 -0.58 1.79
O -0.45 -0.90 2.99
O 0.42 -0.71 0.93
H -2.53 -0.20 2.08
H -2.14 -0.31 0.29
H -1.98 1.99 2.16
H -2.39 1.92 0.40
H -0.73 1.87 0.88

=====

Stability verdict: *D*, ahead by 0.069 eV

=====

*A*
19
Properties=species:S:1:pos:R:3 method="wB97M-V/def2-TZVPD" molar_mass_g_mol=119.14 homo_lumo_gap_ev=7.998 smiles=CCCO[C@](C)([O-])O total_charge=-1
C -0.49 1.05 -2.41
C -1.39 1.07 -1.19
C -0.60 0.83 0.10
O -0.15 -0.48 0.15
C 0.94 -0.70 1.46
C 0.54 -2.15 1.70
O 0.76 0.20 2.29
O 2.22 -0.68 0.83
H -1.04 1.05 -3.35
H 0.14 0.16 -2.40
H 0.18 1.92 -2.41
H -1.90 2.04 -1.11
H -2.15 0.29 -1.24
H 0.23 1.57 0.15
H -1.25 1.10 0.97
H 1.17 -2.55 2.51
H 0.72 -2.70 0.78
H -0.51 -2.18 1.98
H 2.54 0.17 1.17

=====

*B*
19
Properties=species:S:1:pos:R:3 method="wB97M-V/def2-TZVPD" molar_mass_g_mol=119.14 homo_lumo_gap_ev=6.465 total_charge=-1
C -0.37 1.48 -1.59
O 0.40 1.17 -2.84
C 0.62 1.96 -0.53
C 0.50 1.37 0.90
C 0.17 -0.07 1.00
C -0.44 -0.73 2.01
O -0.63 -1.96 2.24
H -0.99 2.31 -1.90
H -0.89 0.54 -1.44
H 0.66 3.06 -0.49
H 1.62 1.76 -0.91
H 1.52 1.65 1.27
H -0.14 2.02 1.52
H 0.40 -0.47 0.00
H 1.05 0.53 -2.52
H -0.72 0.03 2.83
H -1.05 -2.80 0.16
H 0.33 -2.93 0.02
O -0.43 -2.95 -0.59

=====

*C*
19
Properties=species:S:1:pos:R:3 method="wB97M-V/def2-TZVPD" molar_mass_g_mol=119.14 homo_lumo_gap_ev=8.728 total_charge=-1
C -1.81 0.53 -0.65
C -1.28 1.36 0.62
C -1.27 0.99 -2.01
O -1.63 -0.84 -0.41
H -2.88 0.66 -0.60
H -1.43 2.41 0.36
H -0.84 2.00 -1.86
H -0.51 0.37 -2.52
H -2.09 1.14 -2.72
H -0.66 -1.07 -0.18
H -0.28 0.99 0.84
H -2.03 1.07 1.36
C 2.89 -1.79 1.38
C 1.76 -0.88 0.74
O 0.65 -1.40 0.50
O 2.02 0.34 0.63
H 3.71 -1.76 0.69
H 2.45 -2.77 1.53
H 3.25 -1.35 2.29

=====

Stability verdict: *C*, ahead by 0.900 eV